1.
Molecular formula: C8H10F6NO6S2
Method: DFT, ωB97M-V with the def2-TZVPD basis set

Cartesian coordinates (Å):
C: -3.6180 0.1758 3.1919
C: -3.1610 1.0278 2.0107
C: -2.3559 0.2668 0.9528
C: -3.0096 -1.0377 0.4827
O: -2.3544 -2.1040 1.1901
C: -1.0328 -1.7261 1.3001
O: -0.1396 -2.5088 1.2278
C: -0.9984 -0.2259 1.4888
H: -4.3355 -0.5857 2.8832
H: -2.7806 -0.3336 3.6711
H: -4.1024 0.7928 3.9495
H: -4.0339 1.4766 1.5267
H: -2.5450 1.8532 2.3787
H: -2.2017 0.9296 0.1031
H: -4.0791 -1.1118 0.6824
H: -2.8504 -1.1942 -0.5872
H: -0.1453 0.1976 0.9721
H: -0.9172 -0.0421 2.5622
C: 4.1340 -1.3013 -3.6164
F: 4.3396 -1.6806 -4.8876
F: 3.6465 -2.3461 -2.9476
F: 5.3162 -0.9774 -3.0880
S: 2.9641 0.1275 -3.6165
O: 1.7463 -0.3935 -4.1699
O: 3.6465 1.1609 -4.3433
N: 2.9413 0.3305 -2.0517
S: 2.1040 1.4490 -1.3346
O: 0.6782 1.2493 -1.3573
O: 2.5920 2.7870 -1.5175
C: 2.5722 1.0044 0.3925
F: 3.8770 1.1123 0.6319
F: 2.1752 -0.2292 0.7040
F: 1.9274 1.8567 1.2154

Forces on the atoms, in the same order (eV/Å):
C 0.0 0.0 0.0
C -0.1 -0.1 0.0
C 0.2 0.1 0.3
C -0.2 -0.1 0.0
O 0.2 0.0 -0.4
C -0.2 0.0 -0.1
O 0.0 -0.1 0.4
C -0.2 -0.1 -0.3
H 0.0 0.0 0.0
H 0.0 0.0 0.0
H 0.0 0.0 0.0
H 0.0 0.0 0.0
H 0.0 0.0 -0.1
H 0.1 0.0 -0.1
H 0.1 0.1 0.1
H 0.0 0.0 0.0
H 0.0 0.1 0.0
H 0.2 0.0 0.0
C 0.0 0.0 -0.1
F 0.0 0.0 0.0
F 0.0 0.0 0.0
F 0.0 0.0 0.0
S 0.1 -0.1 0.2
O 0.0 0.0 0.0
O 0.0 0.0 0.0
N -0.2 0.2 -0.1
S 0.2 -0.1 0.0
O -0.1 0.0 0.0
O 0.0 0.0 0.0
C -0.2 0.1 0.0
F 0.0 0.0 0.0
F 0.1 0.0 0.0
F 0.1 0.0 0.0

Net charge: -1
HOMO (eV): -6.45
Kohn-Sham gap (Ha): 0.336
2S+1: 1
Energy relative to the best compared isomer or geometry (same formula, charge and spin) (kJ/mol): 0.0

2.
Molecular formula: C2H4F2N3O2
Method: DFT, ωB97M-V with the def2-TZVPD basis set

Cartesian coordinates (Å):
C: -1.7296 0.5706 -0.3504
C: 1.5182 0.6394 0.3548
N: -1.8856 -0.6253 -0.0233
N: 1.2866 -0.6349 0.1697
N: -1.5376 1.6755 -0.5961
O: 1.9844 -1.2175 -0.7937
O: 0.3559 -1.2686 0.8109
F: 2.3846 1.2869 -0.4215
F: 0.8409 1.3227 1.2217
H: -2.7247 -1.1439 0.1453
H: -1.0386 -0.9978 0.5804
H: 1.7319 -2.1213 -0.7569
H: -1.1866 2.5143 -0.3410

Forces on the atoms, in the same order (eV/Å):
C -1.2 -0.3 0.8
C 1.0 -1.0 -1.4
N 0.5 -1.2 0.8
N -1.3 3.0 1.4
N -0.3 -1.8 -1.5
O 1.1 0.9 -1.0
O 1.2 -0.6 0.4
F -1.3 -0.7 1.5
F 0.4 -0.1 -0.3
H -0.9 0.3 -0.4
H 0.5 0.3 -1.1
H -0.4 -1.9 0.1
H 0.8 3.3 0.8

Net charge: +1
HOMO (eV): -14.13
Kohn-Sham gap (Ha): 0.376
2S+1: 1
Energy relative to the best compared isomer or geometry (same formula, charge and spin) (kJ/mol): 0.0

3.
Molecular formula: C2H4O2P
Method: DFT, ωB97M-V with the def2-TZVPD basis set

Cartesian coordinates (Å):
C: -1.3674 -0.3527 -0.5464
C: -0.4508 0.5679 -0.3022
O: 1.4932 -1.4174 0.0331
O: 2.2229 1.0859 -0.1511
P: 1.2216 0.0282 0.2589
H: -2.3828 -0.2615 -0.9633
H: -1.2244 -1.5147 -0.2733
H: -0.5207 1.6527 -0.6551
H: 1.0084 0.2116 2.5993

Forces on the atoms, in the same order (eV/Å):
C -0.8 -3.3 0.6
C 0.5 0.8 -0.7
O -0.7 0.4 0.2
O -1.4 -0.8 0.6
P 1.5 1.0 1.1
H 0.6 0.7 0.0
H 0.3 2.9 -0.4
H -0.1 -1.6 0.8
H 0.0 -0.1 -2.2

Net charge: -1
HOMO (eV): -3.62
Kohn-Sham gap (Ha): 0.282
2S+1: 1
Energy relative to the best compared isomer or geometry (same formula, charge and spin) (kJ/mol): 194.9

4.
Molecular formula: C5H8
Method: DFT, ωB97M-V with the def2-TZVPD basis set

Cartesian coordinates (Å):
C: 1.0929 1.5075 -0.7463
C: -0.2769 1.3647 -0.0612
C: -0.2822 0.2797 0.9311
C: -0.3975 -0.9115 1.0752
C: -0.6453 -2.2801 0.6381
H: 1.6467 2.3718 -0.3772
H: 0.9631 1.6121 -1.8270
H: 1.7041 0.6162 -0.5736
H: -0.9888 0.9659 -0.7933
H: -0.6834 2.3133 0.2955
H: -1.6966 -2.3624 0.3389
H: -0.0339 -2.4234 -0.2627
H: -0.4022 -3.0538 1.3627

Forces on the atoms, in the same order (eV/Å):
C 0.1 0.1 0.0
C -0.1 0.2 0.0
C -0.2 -0.7 -0.3
C 0.1 0.5 -0.1
C 0.0 -0.2 0.1
H 0.0 -0.1 0.0
H 0.1 0.1 0.1
H -0.1 0.2 0.0
H 0.0 0.4 0.0
H 0.2 0.0 0.0
H 0.2 -0.2 0.2
H -0.1 -0.2 0.2
H 0.0 0.0 0.0

Net charge: 0
Structure (SMILES): CC#CCC
HOMO (eV): -9.24
Kohn-Sham gap (Ha): 0.380
2S+1: 1
Energy relative to the best compared isomer or geometry (same formula, charge and spin) (kJ/mol): 188.9

5.
Molecular formula: C2H7OS2
Method: DFT, ωB97M-V with the def2-TZVPD basis set

Cartesian coordinates (Å):
C: -1.0295 -2.3263 -1.4323
O: -0.4531 -3.1866 -2.1900
H: -1.4151 -2.6135 -0.4595
H: 1.3041 1.6618 -3.4388
H: -0.3669 -1.2785 -1.3917
C: 0.5067 1.1858 2.6143
S: 0.2739 -0.1266 1.3611
S: -1.6432 0.1889 0.4284
H: 0.1179 0.8525 3.5540
H: -0.1891 1.9792 2.2978
H: 1.6235 1.5785 2.7258
H: 1.2709 2.0847 -4.0692

Forces on the atoms, in the same order (eV/Å):
C 7.7 -0.8 -1.8
O -3.3 2.4 2.1
H -1.4 -0.1 -0.1
H 0.0 0.3 -0.5
H -2.8 -1.8 -0.4
C 0.9 1.1 -0.7
S -0.3 -0.1 -0.5
S 0.9 0.4 1.1
H 0.1 -0.3 0.8
H 0.6 0.1 0.0
H -2.3 -0.9 -0.4
H 0.0 -0.3 0.5

Net charge: -1
HOMO (eV): -2.55
Kohn-Sham gap (Ha): 0.226
2S+1: 1
Energy relative to the best compared isomer or geometry (same formula, charge and spin) (kJ/mol): 300.6

6.
Molecular formula: C22H50FN4O9P2S
Method: DFT, ωB97M-V with the def2-TZVPD basis set

Cartesian coordinates (Å):
C: 0.3958 -1.8713 3.0184
C: -0.2073 -0.7384 3.8198
O: 0.8979 0.0083 4.3366
P: 0.5203 1.1618 5.3859
O: 0.4916 0.5566 6.7170
C: 1.7534 2.4911 5.3724
C: 2.3186 2.9926 4.0313
C: 3.0363 1.9188 3.1842
C: 2.1457 1.5995 1.9980
F: 2.5570 0.4200 1.3513
C: 1.9974 2.6436 0.9087
C: 0.8501 2.2523 -0.0468
P: 4.5988 2.4921 2.6849
O: 4.6233 4.0228 2.0602
O: 5.4933 2.6123 4.0508
S: 5.6190 1.3303 1.4629
O: -0.9698 1.7298 5.1087
C: -1.1348 2.5614 3.9495
C: -2.2600 2.0720 3.0441
H: -0.3575 -2.5686 2.6762
H: 1.1631 -2.3534 3.6095
H: 0.9229 -1.4105 2.1922
H: -0.8815 -1.0893 4.5954
H: -0.7627 -0.1263 3.1164
H: 1.2439 3.3346 5.8412
H: 2.5222 2.1930 6.0658
H: 3.0823 3.7164 4.2951
H: 1.5868 3.5597 3.4622
H: 1.1422 1.3852 2.3642
H: 2.9070 2.7576 0.3347
H: 1.7477 3.6206 1.3108
H: 0.4402 3.1513 -0.5005
H: 1.2371 1.6287 -0.8427
H: 0.0363 1.7752 0.4730
H: 5.4383 4.0819 1.5335
H: 6.4174 2.4837 3.7782
H: -1.4033 3.5579 4.2817
H: -0.2451 2.6457 3.3388
H: -2.7607 2.9019 2.5665
H: -2.9463 1.4251 3.5768
H: -1.8492 1.4849 2.2308
C: -2.4001 0.6695 -1.7620
O: -1.6777 1.1714 -0.9242
N: -2.4240 1.0354 -3.0575
C: -3.3006 0.4028 -4.0252
C: -1.5333 2.1001 -3.4845
H: -3.1060 -0.1464 -1.5280
H: -2.7034 -0.0509 -4.8204
H: -3.9676 1.1500 -4.4629
H: -3.8988 -0.3679 -3.5544
H: -0.4974 1.8227 -3.2860
H: -1.7499 3.0135 -2.9288
H: -1.6646 2.2817 -4.5487
C: -4.5949 -3.0549 -5.0642
O: -5.0101 -2.0311 -4.5516
N: -4.4992 -3.2579 -6.3892
C: -3.9922 -4.5007 -6.9404
C: -4.9172 -2.1944 -7.2851
H: -4.2527 -3.9167 -4.4685
H: -3.1069 -4.2984 -7.5480
H: -4.7581 -4.9638 -7.5681
H: -3.7230 -5.1903 -6.1479
H: -4.3293 -1.2949 -7.0971
H: -5.9675 -1.9542 -7.1150
H: -4.7788 -2.5092 -8.3162
C: 3.6587 5.3070 6.3922
O: 2.5906 5.6948 6.8314
N: 4.7188 4.9767 7.1510
C: 5.9694 4.5229 6.5727
C: 4.5977 5.0828 8.5923
H: 3.8517 5.1989 5.3140
H: 6.2048 3.5215 6.9367
H: 6.7701 5.2112 6.8612
H: 5.8994 4.4906 5.4902
H: 3.7901 4.4412 8.9471
H: 4.3621 6.1110 8.8726
H: 5.5320 4.7830 9.0607
C: -2.3376 -8.2164 -6.2705
O: -2.7641 -7.1842 -5.7893
N: -2.2165 -8.4598 -7.5881
C: -1.6978 -9.7150 -8.0945
C: -2.6187 -7.4289 -8.5284
H: -2.0043 -9.0609 -5.6444
H: -0.8015 -9.5352 -8.6912
H: -2.4477 -10.2040 -8.7196
H: -1.4435 -10.3755 -7.2689
H: -2.0355 -6.5233 -8.3587
H: -3.6728 -7.1877 -8.3871
H: -2.4596 -7.7772 -9.5453

Forces on the atoms, in the same order (eV/Å):
C 0.3 0.5 0.2
C 0.3 -0.6 -0.8
O -0.8 1.1 -0.4
P 0.7 -0.7 1.8
O -0.3 -0.2 1.1
C -1.1 0.5 -1.3
C 1.2 -0.9 0.4
C 0.0 1.5 -0.7
C 0.8 0.0 0.2
F -0.2 -0.3 -0.1
C -1.1 -0.3 -0.7
C 0.9 0.8 0.1
P -0.4 -1.8 -0.1
O 0.4 0.1 0.3
O 0.1 0.6 0.1
S 0.3 0.3 -0.2
O 0.9 0.1 -1.2
C -1.0 0.3 -0.3
C 0.6 -0.5 -0.2
H -0.1 -0.2 -0.1
H 0.0 -0.4 0.2
H 0.0 -0.1 -0.4
H 0.0 0.1 0.4
H -0.3 0.3 0.1
H -0.2 0.0 0.3
H 0.3 -0.4 0.0
H -0.1 0.4 0.2
H -0.3 0.1 0.0
H -0.2 -0.1 0.2
H 0.4 0.0 0.1
H 0.2 0.1 0.5
H -0.1 0.1 -0.2
H -0.2 -0.4 -0.1
H -0.2 -0.3 0.1
H -0.3 0.0 0.1
H -0.3 -0.1 0.0
H 0.2 0.2 0.4
H 0.4 -0.1 0.2
H -0.3 0.3 0.1
H -0.3 0.1 0.2
H 0.0 -0.2 -0.2
C 0.0 -0.1 0.1
O -0.3 0.0 -0.1
N -0.1 0.0 -0.2
C 0.3 0.4 0.1
C 0.0 -0.1 0.2
H 0.0 0.0 0.0
H -0.1 -0.1 0.0
H -0.1 -0.1 -0.1
H 0.0 0.0 0.0
H 0.0 0.1 0.0
H 0.1 0.0 0.0
H 0.0 0.0 0.0
C 0.0 -0.1 0.2
O -0.1 -0.1 -0.1
N 0.0 -0.1 -0.2
C -0.2 0.4 -0.1
C 0.0 0.0 0.2
H 0.0 0.0 0.0
H 0.0 -0.1 0.0
H 0.1 -0.1 0.0
H 0.0 0.0 0.0
H 0.0 0.0 -0.1
H 0.0 0.1 0.0
H 0.0 -0.1 0.0
C -0.1 0.1 -0.2
O 0.0 0.0 0.1
N 0.2 -0.1 0.0
C 0.0 0.2 0.3
C -0.2 0.0 -0.1
H 0.0 0.0 0.0
H 0.1 0.0 -0.1
H 0.1 -0.1 0.0
H -0.1 -0.1 0.0
H 0.0 0.0 0.1
H 0.0 0.0 0.1
H 0.0 0.0 0.0
C 0.0 -0.1 0.2
O 0.0 0.0 -0.1
N 0.0 -0.1 -0.1
C -0.1 0.2 -0.1
C 0.0 0.0 0.2
H 0.0 0.0 0.0
H 0.0 -0.1 0.0
H 0.1 -0.1 0.0
H 0.0 0.0 0.0
H 0.0 0.0 -0.1
H 0.0 0.0 -0.1
H 0.0 0.0 0.0

Net charge: -1
HOMO (eV): -3.32
Kohn-Sham gap (Ha): 0.172
2S+1: 1

Q: What is the net charge in the fourth record?
A: 0